No. 1
{"formula": "C25H45Br3Cl3N2O7Zr", "method": "ωB97M-V with the def2-TZVPD basis set", "elements": ["Zr", "C", "C", "C", "C", "C", "C", "N", "O", "C", "C", "C", "H", "H", "H", "H", "H", "H", "H", "H", "H", "H", "H", "H", "H", "H", "H", "H", "H", "H", "C", "C", "C", "C", "C", "C", "N", "O", "C", "C", "C", "H", "H", "H", "H", "H", "H", "H", "H", "H", "H", "H", "H", "H", "H", "H", "H", "H", "H", "C", "C", "O", "O", "H", "H", "H", "C", "Br", "Br", "Br", "H", "C", "Cl", "Cl", "Cl", "H", "C", "C", "O", "C", "O", "O", "H", "H", "H", "H"], "coordinates": [[1.336515, 0.185829, 0.946461], [-2.718685, -1.121022, -0.920443], [-2.989497, -1.009093, 0.600628], [-4.315460, -1.807138, 0.900807], [-4.612950, -1.976390, 2.401214], [-3.392878, -2.612935, 3.004098], [-2.071340, -1.783774, 2.882647], [-1.833753, -1.510645, 1.438418], [-0.567193, -0.946008, 1.129833], [-0.942305, -2.743238, 3.409080], [-2.116932, -0.546692, 3.862971], [-3.322246, 0.480481, 0.829179], [-2.461564, -2.125888, -1.255463], [-1.847967, -0.604956, -1.324959], [-3.618839, -0.829829, -1.461757], [-4.490853, -2.677187, 0.268071], [-5.121268, -1.111335, 0.667046], [-5.565538, -2.471245, 2.590391], [-4.732701, -0.941936, 2.723205], [-3.217741, -3.586553, 2.546393], [-3.687140, -2.860886, 4.023922], [0.043298, -2.446060, 3.050783], [-1.100430, -3.764260, 3.061779], [-0.733670, -2.864608, 4.472021], [-2.260920, 0.376097, 3.300985], [-1.243373, -0.434193, 4.505111], [-2.957233, -0.580722, 4.556392], [-2.435440, 1.111868, 0.774144], [-3.757320, 0.627121, 1.817767], [-4.111081, 0.826249, 0.161127], [0.780728, 1.042627, -3.400427], [1.380220, -0.427721, -3.578307], [2.141954, -0.408531, -4.898275], [2.913301, -1.711803, -5.108189], [3.874277, -1.872977, -4.002499], [3.260033, -1.879701, -2.548976], [2.231589, -0.766043, -2.431949], [1.655643, -0.689772, -1.084917], [4.480769, -1.600470, -1.614600], [2.760199, -3.316453, -2.374954], [0.247276, -1.474997, -3.706728], [1.603926, 1.733851, -3.219714], [0.103737, 1.183583, -2.557861], [0.175264, 1.412271, -4.227998], [2.729196, 0.507355, -4.964506], [1.433804, -0.422853, -5.726776], [3.434052, -1.494916, -6.040863], [2.350823, -2.616035, -5.340737], [4.622571, -1.081119, -4.036018], [4.437745, -2.801247, -4.096934], [4.161329, -1.754860, -0.583961], [4.757285, -0.552255, -1.728062], [5.252562, -2.362499, -1.723006], [2.275272, -3.353526, -1.399469], [3.618152, -3.975701, -2.243015], [2.130525, -3.736288, -3.159406], [-0.068370, -1.724768, -4.719693], [-0.626292, -1.234509, -3.100802], [0.490314, -2.472314, -3.340161], [-0.800002, 3.866489, 0.676221], [-0.067893, 2.538268, 0.784836], [0.098343, 1.836082, 1.800800], [0.569154, 2.021932, -0.093766], [-0.262036, 4.797341, 0.855651], [-1.682105, 3.971741, 1.307805], [-1.195267, 3.776719, -0.335612], [-3.146864, 4.903078, -2.755153], [-1.264057, 4.157740, -3.153951], [-4.042723, 5.298152, -4.476806], [-3.039431, 6.540844, -1.550954], [-3.787818, 4.181737, -2.248269], [2.101339, 6.587686, -1.713586], [3.307746, 7.866146, -1.616833], [0.505678, 7.373245, -1.937031], [2.196396, 5.374554, -0.416431], [2.288133, 6.013767, -2.621234], [2.496597, 0.362597, 6.507036], [1.900902, -1.062595, 6.631273], [1.553878, -1.374058, 5.300598], [1.625916, -0.308474, 4.519364], [1.357683, -0.205454, 3.295029], [2.087257, 0.747144, 5.235975], [3.581814, 0.267485, 6.543809], [2.200627, 1.047809, 7.301380], [1.048132, -1.115558, 7.308094], [2.607224, -1.863803, 6.848708]], "atomic_forces_ev_per_a": [[-6.80, -2.18, -2.94], [0.61, -0.97, -0.02], [-0.01, 0.31, -0.71], [-0.66, 1.01, 0.35], [1.13, 0.51, -1.44], [-0.28, -0.30, 0.42], [0.40, -0.51, 1.86], [0.09, -0.07, -0.09], [2.00, 1.48, -0.26], [0.52, -0.24, -0.83], [-0.39, 0.27, -0.78], [-0.03, 0.00, 0.96], [-0.39, -0.47, 0.41], [-0.11, 0.81, 0.51], [0.07, 0.15, 0.04], [0.53, -0.24, 0.25], [0.06, 0.08, -0.98], [0.23, -0.28, -0.04], [-0.03, -0.05, 0.66], [-0.01, -0.01, -0.31], [0.90, 0.23, 0.49], [-0.11, 0.17, -0.42], [-0.07, 0.04, -0.29], [-0.94, 0.56, 0.33], [0.28, 0.06, 0.05], [0.24, -0.12, -0.31], [-0.16, -0.35, -0.09], [0.00, 0.00, -0.21], [0.15, 0.05, 0.17], [0.31, -0.07, -0.37], [0.25, -0.73, 0.61], [-2.56, 0.60, 0.47], [-0.49, -1.19, 0.19], [0.45, 1.28, -1.15], [0.79, 0.15, 1.36], [0.38, 0.13, -1.40], [2.17, 0.23, 1.20], [0.30, 1.12, 1.56], [-1.85, -0.29, 0.42], [0.00, 0.14, 1.53], [-0.67, -0.71, 0.32], [0.14, 0.03, -0.17], [0.14, -0.54, 0.33], [0.34, -0.43, -0.51], [0.48, -0.30, -0.08], [-0.39, 0.66, 0.27], [0.48, -0.43, -0.11], [-0.58, 0.24, 0.40], [-0.02, 0.24, -0.13], [0.04, -0.09, 0.11], [-0.17, 0.18, 0.33], [0.49, -0.24, -0.13], [0.24, 0.43, -0.56], [-0.58, -0.26, -0.06], [0.16, 0.00, -0.28], [0.01, 0.33, 0.07], [-0.14, 0.69, -0.21], [-0.08, 0.36, -0.18], [0.60, 0.18, 0.26], [-1.06, -1.10, -0.42], [-0.44, 1.95, 3.34], [-0.79, -0.69, 4.95], [3.13, -1.58, -7.20], [0.63, -0.49, -0.38], [0.14, -0.65, 0.36], [0.18, 0.80, -0.21], [0.79, 0.99, -0.63], [-1.93, 0.59, 0.56], [0.61, -0.13, 1.17], [-0.08, -1.52, -1.11], [0.58, 0.01, -0.03], [-0.25, 0.16, -0.98], [0.14, -0.34, 0.32], [0.38, -0.62, 0.47], [-0.12, 0.57, 0.00], [-0.04, 0.26, 0.16], [0.86, -1.67, 1.56], [0.65, 0.04, 0.96], [-1.21, 0.25, -2.62], [0.40, 1.33, -0.52], [1.21, -0.66, 2.06], [-0.91, 0.16, -2.38], [0.09, 0.34, -0.21], [-0.35, 0.05, -0.42], [-0.17, -0.10, -0.34], [0.13, 0.43, 0.66]], "lowdin_charge": [2.081, -0.038, -0.436, -0.126, -0.179, -0.154, -0.420, -0.059, -0.310, -0.038, -0.002, -0.035, 0.086, 0.057, 0.091, 0.122, 0.109, 0.122, 0.099, 0.118, 0.123, 0.048, 0.080, 0.078, 0.063, 0.056, 0.082, 0.068, 0.068, 0.090, -0.044, -0.471, -0.143, -0.194, -0.162, -0.464, -0.078, -0.359, -0.041, -0.047, -0.015, 0.080, 0.035, 0.068, 0.125, 0.122, 0.117, 0.120, 0.119, 0.122, 0.051, 0.085, 0.088, 0.078, 0.084, 0.078, 0.086, 0.059, 0.065, 0.021, -0.697, -0.128, -0.089, 0.066, 0.095, 0.027, -1.388, 0.512, 0.548, 0.485, -0.028, -1.518, 0.545, 0.484, 0.545, 0.009, -0.098, -0.068, 0.091, -0.443, -0.042, 0.093, 0.138, 0.145, 0.143, 0.145], "largest_force_ev_per_a": 8.0, "orbital_gap_ev": 5.31, "lumo_energy_ha": -0.165, "multiplicity": 1, "charge": 1}

No. 2
{"formula": "C18H24BrN6OS3V", "method": "ωB97M-V with the def2-TZVPD basis set", "elements": ["V", "C", "C", "N", "C", "C", "S", "C", "C", "N", "H", "H", "H", "H", "H", "H", "H", "H", "H", "H", "H", "H", "H", "H", "S", "C", "S", "C", "C", "N", "C", "N", "N", "C", "O", "C", "C", "H", "H", "H", "H", "H", "H", "Br", "C", "C", "C", "C", "N", "C", "H", "H", "H", "H"], "coordinates": [[-1.067138, -0.093937, 0.506125], [1.444161, 1.210516, -1.868367], [1.574077, -0.260283, -1.432953], [1.183906, -0.483200, -0.035076], [2.266918, -0.271868, 0.954384], [3.119066, 0.992475, 0.833785], [2.425493, 2.586380, 1.398354], [2.215881, 3.551821, -0.124297], [0.859491, 3.337664, -0.813074], [0.524636, 1.934453, -0.997524], [1.078157, 1.246680, -2.900690], [2.434985, 1.676929, -1.886567], [2.598014, -0.608158, -1.615407], [0.922173, -0.893694, -2.032777], [0.986196, -1.489384, 0.001880], [2.968234, -1.113450, 0.882374], [1.816915, -0.311038, 1.947568], [3.519538, 1.122292, -0.171794], [3.981191, 0.825274, 1.480473], [3.057328, 3.346589, -0.787783], [2.310564, 4.595234, 0.182003], [0.851457, 3.853800, -1.778753], [0.076714, 3.778061, -0.193199], [0.601907, 1.535566, -0.064345], [-1.194661, -2.099779, 1.753856], [0.217252, -3.092471, 1.344607], [0.430434, -3.782567, -0.191870], [1.183116, -3.189155, 2.348633], [2.398676, -3.909739, 2.166440], [3.408553, -4.453622, 2.040969], [1.082030, -2.435114, 3.552450], [1.051352, -1.791065, 4.511632], [-1.384059, 0.433127, 3.730578], [-1.653565, 0.871752, 2.457410], [-0.694691, 1.383894, 1.762955], [-3.078225, 1.080947, 2.021274], [-3.038954, 0.757417, 0.524848], [-0.444763, 0.075068, 3.865868], [-2.067270, -0.212233, 4.096748], [-3.427762, 2.087639, 2.299069], [-3.708232, 0.365939, 2.557533], [-3.064318, 1.665173, -0.091734], [-3.868280, 0.116362, 0.216231], [-1.986386, 0.860363, -5.180652], [-2.073724, -0.387893, -3.758253], [-2.573632, -1.662274, -3.966238], [-2.604720, -2.523122, -2.885326], [-2.136838, -2.090553, -1.652855], [-1.647835, -0.861677, -1.473312], [-1.619512, -0.016618, -2.510055], [-2.925226, -1.965549, -4.942970], [-2.978534, -3.531937, -2.988721], [-2.129220, -2.732597, -0.783874], [-1.220853, 0.971551, -2.309598]], "atomic_forces_ev_per_a": [[-0.10, 0.11, 0.14], [-0.01, 0.02, -0.01], [0.01, -0.01, 0.01], [-0.02, -0.03, -0.06], [-0.01, 0.00, 0.01], [0.00, 0.01, 0.00], [0.01, 0.00, -0.01], [0.00, 0.00, 0.01], [-0.01, -0.01, 0.00], [0.03, 0.00, 0.03], [0.00, 0.00, 0.00], [0.00, -0.01, 0.00], [0.00, 0.00, 0.00], [0.00, 0.01, -0.01], [0.02, 0.00, 0.02], [0.00, 0.00, 0.00], [0.00, 0.00, 0.00], [0.00, 0.00, 0.00], [0.00, 0.00, 0.00], [0.00, 0.00, 0.00], [0.00, 0.00, 0.00], [0.00, 0.00, 0.00], [0.00, 0.00, 0.00], [-0.03, 0.03, 0.00], [0.01, -0.03, -0.02], [0.00, 0.00, 0.01], [0.00, 0.00, 0.00], [0.00, -0.02, 0.02], [0.00, 0.03, -0.06], [0.00, -0.02, 0.03], [0.00, 0.00, 0.01], [0.00, -0.01, 0.00], [-0.01, -0.01, 0.04], [-0.01, -0.07, -0.06], [0.04, -0.03, -0.03], [0.02, 0.05, 0.00], [0.06, -0.03, -0.05], [0.00, 0.01, 0.00], [0.00, 0.00, 0.00], [0.01, 0.01, 0.01], [-0.01, 0.01, -0.01], [0.00, 0.00, -0.01], [0.00, 0.00, 0.00], [0.00, -0.02, 0.02], [0.01, 0.02, -0.04], [0.00, 0.00, 0.01], [0.01, 0.00, 0.01], [0.00, -0.04, -0.02], [0.06, 0.00, 0.00], [-0.06, -0.01, 0.06], [0.00, 0.00, 0.00], [0.00, 0.00, 0.01], [0.00, 0.01, 0.00], [-0.01, 0.01, -0.02]], "mulliken_spin": [1.192, 0.007, 0.004, 0.018, 0.017, 0.002, 0.000, 0.000, 0.003, 0.006, -0.001, 0.001, -0.001, 0.002, -0.021, 0.001, 0.000, 0.000, 0.000, 0.000, 0.000, 0.000, -0.002, -0.002, -0.011, 0.005, -0.003, -0.001, -0.001, 0.000, 0.000, -0.001, -0.035, -0.126, -0.006, 0.006, -0.048, 0.002, -0.002, 0.001, -0.005, 0.003, 0.009, 0.000, -0.001, 0.005, -0.004, 0.021, -0.037, 0.014, 0.000, 0.000, -0.007, -0.003], "largest_force_ev_per_a": 0.2, "s2": 0.82, "orbital_gap_ev": [6.22, 5.40], "de_lowest_ev": 0.000, "lumo_energy_ha": [0.077, 0.077], "multiplicity": 2, "charge": -1}

No. 3
{"formula": "C21H24ClF16N2O3", "method": "ωB97M-V with the def2-TZVPD basis set", "elements": ["C", "C", "C", "N", "C", "N", "C", "C", "C", "O", "C", "C", "C", "C", "Cl", "H", "H", "H", "H", "H", "H", "H", "H", "H", "H", "H", "H", "H", "H", "H", "H", "C", "C", "C", "F", "F", "F", "F", "O", "C", "C", "F", "F", "F", "F", "H", "H", "H", "H", "C", "C", "C", "F", "F", "F", "F", "O", "C", "C", "F", "F", "F", "F", "H", "H", "H", "H"], "coordinates": [[3.145111, -4.322465, 1.059047], [3.898323, -3.362356, 0.536272], [4.708257, -2.184493, -0.250251], [3.840707, -1.800185, -1.430351], [3.995287, -2.108899, -2.847056], [2.833220, -1.498688, -3.484835], [1.989710, -0.858826, -2.469794], [0.624987, -0.140496, -2.917441], [-0.548786, -1.258593, -3.129932], [-1.760075, -0.683197, -3.696970], [2.645963, -1.029572, -1.052718], [2.108438, -0.485155, 0.359962], [0.649352, -1.124955, 0.714353], [-0.531406, 0.017527, 0.749384], [-2.192397, -0.697999, 0.317879], [2.236150, -5.035488, 1.185751], [5.740078, -2.575886, -0.579300], [4.913012, -1.271110, 0.435958], [4.870507, -2.718990, -3.276799], [2.600729, -1.525363, -4.491140], [0.820302, 0.301238, -3.978981], [0.275176, 0.713313, -2.233503], [-0.152050, -2.050299, -3.887094], [-0.844887, -1.797474, -2.156437], [-2.281996, -1.424129, -4.117944], [2.050794, 0.673808, 0.266363], [2.857627, -0.681755, 1.228628], [0.451437, -1.937350, -0.078281], [0.732584, -1.575915, 1.787307], [-0.509870, 0.442882, 1.832324], [-0.337944, 0.854938, -0.028823], [-1.658855, 5.108140, -1.679004], [-2.158260, 6.052601, -2.792169], [-2.379228, 5.408635, -4.160069], [-1.252960, 4.868559, -4.672769], [-2.795941, 6.336486, -5.059000], [-1.320623, 7.115077, -2.875125], [-3.357959, 6.556623, -2.374405], [-0.246985, 5.095703, -1.420932], [0.545214, 4.271980, -2.256066], [1.512613, 5.072111, -3.138399], [0.863788, 5.971150, -3.908888], [2.188354, 4.250703, -3.982369], [-0.258185, 3.450293, -2.963311], [1.254636, 3.468262, -1.421294], [-2.095040, 5.480586, -0.749151], [-2.061548, 4.095498, -1.782564], [-3.143603, 4.628826, -4.110698], [2.237603, 5.615246, -2.526891], [-2.864456, -3.554609, 3.929008], [-3.438370, -2.286101, 4.594392], [-2.638425, -1.003032, 4.376949], [-1.379599, -1.083661, 4.859343], [-3.223493, 0.038495, 5.022654], [-3.631290, -2.530772, 5.913297], [-4.684066, -2.091295, 4.065945], [-2.071419, -4.420435, 4.752553], [-0.706053, -4.076344, 4.905888], [-0.347751, -3.681689, 6.344763], [-1.104669, -2.653742, 6.787753], [0.945072, -3.277405, 6.427014], [-0.380697, -3.127350, 4.000894], [-0.002099, -5.180530, 4.553888], [-3.726554, -4.166733, 3.653827], [-2.370146, -3.336022, 2.976906], [-2.584383, -0.745683, 3.316219], [-0.492961, -4.523641, 7.026232]], "atomic_forces_ev_per_a": [[3.08, 5.60, -4.00], [-3.70, -4.31, 2.07], [0.22, -1.97, 1.09], [-1.04, 0.78, -0.90], [-2.98, 2.16, 2.53], [1.64, -0.52, 4.61], [1.31, -0.31, 2.26], [0.02, -0.80, -1.11], [0.11, -0.84, -0.29], [0.70, -1.08, -0.09], [-0.67, -0.52, -6.32], [0.47, 0.26, -0.26], [0.09, 0.28, 0.19], [1.42, -0.10, 0.10], [1.47, 0.54, 0.62], [2.39, 1.52, 0.09], [-1.80, 0.52, 0.32], [-0.67, -1.59, -1.33], [-1.81, 1.24, 0.67], [0.37, -0.03, 0.95], [-0.36, -0.55, 1.94], [0.82, -1.44, -0.89], [-0.40, 1.22, 1.40], [0.80, 0.88, -1.25], [0.92, 1.23, 0.77], [0.04, -1.99, 0.02], [-1.26, 0.12, -1.79], [0.03, 1.24, 1.49], [-0.31, 0.56, -2.14], [-0.52, -0.60, -2.09], [-0.36, -1.46, 1.45], [-0.25, -0.14, 0.80], [0.60, 0.59, 0.58], [-0.52, 0.13, -0.96], [-0.12, 0.08, 0.11], [-0.02, 0.05, 0.42], [-0.12, -0.30, -0.21], [0.03, -0.49, -0.25], [0.52, -0.56, -1.56], [-1.68, 0.21, 1.24], [0.47, 0.69, -0.49], [0.09, -0.28, 0.42], [-0.18, -0.32, 0.33], [0.67, -0.18, -0.08], [0.32, 0.17, -0.25], [0.16, 0.20, -0.16], [0.13, 0.18, -0.28], [-0.02, 0.00, 0.20], [-0.10, -0.15, 0.17], [-0.28, -0.67, -0.43], [-0.22, -0.84, 0.65], [-0.10, 1.03, 0.06], [-0.13, 0.03, -0.07], [-0.20, -0.32, -0.09], [0.20, 0.26, -0.25], [0.43, 0.23, -0.27], [1.14, 1.22, 0.32], [-1.35, -0.67, -1.26], [0.09, 0.22, 0.90], [0.04, -0.36, -0.23], [-0.09, -0.22, -0.43], [0.52, -0.13, 0.27], [0.02, 0.27, 0.48], [0.00, 0.09, 0.29], [0.05, 0.22, 0.28], [-0.11, -0.19, -0.11], [-0.02, -0.12, -0.23]], "nbo_charge": [-0.196, -0.101, -0.263, -0.335, 0.215, -0.506, 0.195, -0.480, -0.056, -0.726, 0.192, -0.463, -0.425, -0.373, -0.073, 0.297, 0.269, 0.268, 0.286, 0.466, 0.248, 0.262, 0.161, 0.187, 0.487, 0.261, 0.262, 0.232, 0.249, 0.240, 0.218, -0.143, 0.595, 0.516, -0.325, -0.317, -0.308, -0.320, -0.504, 0.847, 0.499, -0.306, -0.326, -0.321, -0.335, 0.237, 0.207, 0.145, 0.161, -0.142, 0.596, 0.515, -0.326, -0.319, -0.306, -0.322, -0.503, 0.846, 0.499, -0.312, -0.322, -0.329, -0.320, 0.236, 0.204, 0.141, 0.163], "largest_force_ev_per_a": 7.5, "orbital_gap_ev": 9.16, "lumo_energy_ha": -0.136, "multiplicity": 1, "charge": 1}